(1)
One molecule with the formula C22H35NO3, computed with ωB97M-V/def2-TZVPD.

2S+1 = 1
relative energy (zero: lowest compared OMol25 entry of this formula, charge and spin) = 4.50 kcal/mol
HOMO = -8.36 eV

Structure (XYZ):
```
61
C22H35NO3 (ωB97M-V/def2-TZVPD)
C -3.36 -0.13 -2.08
H -2.67 0.57 -2.55
H -4.12 0.39 -1.50
H -3.89 -0.63 -2.90
C -2.63 -1.21 -1.26
C -1.70 -0.75 -0.12
C -1.03 -1.79 0.53
C -0.15 -1.57 1.57
C 0.07 -0.27 1.99
C -0.60 0.80 1.42
C -1.49 0.55 0.35
O -2.12 1.64 -0.17
H -2.77 1.36 -0.82
C -0.41 2.22 1.96
C -1.76 2.70 2.53
H -1.64 3.68 2.99
H -2.12 2.00 3.28
H -2.50 2.79 1.74
C 0.61 2.28 3.10
H 1.59 1.94 2.77
H 0.30 1.68 3.95
H 0.71 3.31 3.43
C 0.07 3.18 0.87
H 1.06 2.89 0.51
H -0.62 3.22 0.04
H 0.15 4.19 1.29
H 0.76 -0.11 2.80
C 0.55 -2.72 2.23
H 1.10 -2.37 3.10
H -0.19 -3.45 2.57
C 1.54 -3.44 1.29
C 2.62 -2.46 0.84
O 3.66 -2.30 1.44
N 2.31 -1.80 -0.30
H 1.37 -1.89 -0.66
C 3.09 -0.70 -0.79
H 3.98 -0.63 -0.16
H 3.40 -0.89 -1.82
C 2.31 0.62 -0.70
C 1.31 0.78 -1.86
H 0.49 1.42 -1.55
C 2.15 1.46 -2.94
H 2.51 0.74 -3.67
C 3.33 2.07 -2.16
H 3.37 3.16 -2.23
O 3.14 1.75 -0.79
H 4.29 1.66 -2.51
H 1.59 2.23 -3.47
H 0.90 -0.18 -2.18
H 1.82 0.66 0.28
H 1.02 -3.85 0.43
H 2.02 -4.25 1.84
H -1.20 -2.81 0.23
C -1.80 -2.01 -2.29
H -1.29 -2.85 -1.83
H -1.05 -1.36 -2.75
H -2.44 -2.39 -3.07
C -3.72 -2.11 -0.66
H -4.40 -2.45 -1.44
H -3.30 -2.98 -0.18
H -4.29 -1.56 0.08
```

Want to see where the charge sits? The natural (NBO) charges in e are:
1 C -0.639
2 H 0.217
3 H 0.207
4 H 0.229
5 C -0.064
6 C -0.118
7 C -0.174
8 C -0.066
9 C -0.162
10 C -0.075
11 C 0.352
12 O -0.706
13 H 0.496
14 C -0.061
15 C -0.605
16 H 0.204
17 H 0.205
18 H 0.225
19 C -0.607
20 H 0.212
21 H 0.206
22 H 0.214
23 C -0.617
24 H 0.216
25 H 0.226
26 H 0.205
27 H 0.214
28 C -0.408
29 H 0.221
30 H 0.215
31 C -0.481
32 C 0.680
33 O -0.626
34 N -0.625
35 H 0.397
36 C -0.249
37 H 0.248
38 H 0.182
39 C 0.078
40 C -0.430
41 H 0.219
42 C -0.432
43 H 0.204
44 C -0.076
45 H 0.186
46 O -0.521
47 H 0.167
48 H 0.215
49 H 0.200
50 H 0.207
51 H 0.202
52 H 0.236
53 H 0.195
54 C -0.596
55 H 0.208
56 H 0.209
57 H 0.208
58 C -0.597
59 H 0.206
60 H 0.211
61 H 0.213



(2)
C22H35NO3P2SSn as an isolated structure, computed with ωB97M-V/def2-TZVPD.

2S+1 = 1
relative energy (zero: lowest compared OMol25 entry of this formula, charge and spin) = 25.80 kcal/mol
HOMO (alpha / beta) = -4.87 / -4.99 eV

Structure (XYZ):
```
65
C22H35NO3P2SSn (ωB97M-V/def2-TZVPD)
P 0.27 -2.14 -0.07
P 0.05 1.19 0.22
C -0.03 -1.06 -1.54
C 0.44 0.40 -1.41
H -1.10 -1.11 -1.78
H 0.50 -1.53 -2.38
H 1.53 0.47 -1.55
H -0.02 0.99 -2.22
C -1.64 1.85 0.03
H -1.88 2.45 0.92
H -2.36 1.02 -0.05
H -1.70 2.48 -0.87
C 1.18 2.57 0.50
H 1.10 3.29 -0.33
H 2.21 2.19 0.57
H 0.94 3.07 1.45
C -0.81 -3.59 -0.25
H -0.59 -4.29 0.57
H -0.65 -4.09 -1.21
H -1.86 -3.27 -0.17
C 1.95 -2.79 -0.39
H 2.69 -1.97 -0.36
H 1.98 -3.28 -1.38
H 2.20 -3.52 0.39
Sn 0.02 -0.51 2.17
C 0.65 1.22 -4.73
C -0.67 1.25 -4.54
C -1.69 0.54 -5.38
C -1.30 -0.87 -5.89
C -0.61 -1.74 -4.88
C 0.72 -1.80 -4.68
C 1.76 -1.01 -5.41
C 1.37 0.44 -5.80
C 0.25 -2.17 3.53
H 1.32 1.83 -4.11
H -1.10 1.92 -3.79
H -1.94 1.16 -6.26
H -2.62 0.45 -4.80
H -2.25 -1.38 -6.15
H -0.72 -0.79 -6.82
H -1.28 -2.40 -4.32
H 1.13 -2.55 -4.00
H 2.05 -1.55 -6.32
H 2.66 -0.96 -4.78
H 2.31 0.97 -6.00
H 0.81 0.43 -6.75
H 1.00 -1.92 4.30
H 0.58 -3.02 2.93
H -0.72 -2.38 3.99
O -2.33 0.30 3.95
C -1.36 0.89 4.45
N -0.20 1.05 3.72
S 1.15 1.69 4.48
O 2.16 0.65 4.54
O 1.46 2.95 3.86
C 0.20 1.83 5.98
C 0.70 2.19 7.22
C -0.15 2.09 8.33
C -1.47 1.65 8.18
C -1.97 1.34 6.91
C -1.11 1.43 5.80
H 1.72 2.53 7.30
H 0.23 2.33 9.33
H -2.11 1.55 9.05
H -3.00 1.03 6.74
```

Want to see where the charge sits? The natural (NBO) charges in e are:
1 P 0.937
2 P 1.034
3 C -0.728
4 C -0.728
5 H 0.236
6 H 0.251
7 H 0.238
8 H 0.251
9 C -0.981
10 H 0.260
11 H 0.261
12 H 0.217
13 C -0.983
14 H 0.224
15 H 0.261
16 H 0.286
17 C -0.958
18 H 0.249
19 H 0.221
20 H 0.253
21 C -0.964
22 H 0.249
23 H 0.209
24 H 0.244
25 Sn 0.530
26 C -0.191
27 C -0.178
28 C -0.446
29 C -0.447
30 C -0.179
31 C -0.189
32 C -0.444
33 C -0.446
34 C -1.005
35 H 0.203
36 H 0.201
37 H 0.224
38 H 0.211
39 H 0.220
40 H 0.207
41 H 0.202
42 H 0.201
43 H 0.225
44 H 0.210
45 H 0.220
46 H 0.208
47 H 0.232
48 H 0.208
49 H 0.223
50 O -0.599
51 C 0.646
52 N -0.997
53 S 2.282
54 O -0.913
55 O -0.932
56 C -0.214
57 C -0.213
58 C -0.192
59 C -0.203
60 C -0.152
61 C -0.161
62 H 0.232
63 H 0.222
64 H 0.221
65 H 0.237



(3)
C22H36BrCl2FIN5O5S as an isolated structure, computed with ωB97M-V/def2-TZVPD.

2S+1 = 1
HOMO = -6.22 eV

Structure (XYZ):
```
74
C22H36BrCl2FIN5O5S (ωB97M-V/def2-TZVPD)
C 1.17 -3.86 0.51
C 1.20 -2.71 -0.16
N 1.16 -1.34 -0.87
Br 2.32 -2.02 -2.28
C 1.93 -0.51 0.15
S 3.59 0.21 -0.48
C 4.95 -1.13 -0.52
O 3.58 0.89 -1.81
O 4.29 1.17 0.45
C 1.08 0.30 1.25
I 1.78 2.35 1.82
C 1.57 -0.32 2.73
N 3.05 0.00 2.97
C 3.32 0.27 4.42
C -0.59 0.17 1.09
C -1.07 -1.20 1.83
N -1.42 -1.19 3.28
C -1.17 1.36 1.99
C -2.72 1.33 2.50
N -3.46 2.62 2.18
C -1.02 0.22 -0.53
C -2.63 -0.02 -0.73
C -3.79 0.97 -0.44
O -4.82 0.52 0.21
Cl -4.20 2.69 -0.97
C -0.93 1.72 -1.11
C 0.43 2.51 -1.28
F -1.61 1.96 -2.42
C -0.18 -0.92 -1.40
C -0.98 -2.38 -1.45
C -2.25 -2.58 -2.46
O -3.40 -2.97 -2.02
C -0.22 -0.64 -3.02
C 0.75 0.38 -3.76
C 0.04 1.32 -4.91
N -0.92 0.60 -5.82
O 0.28 2.57 -4.96
H 1.32 -4.56 1.43
H 2.50 -1.32 0.82
H 5.50 -1.13 -1.53
H 5.73 -1.00 0.31
H 4.49 -2.19 -0.35
H 1.54 -1.47 2.74
H 1.07 0.21 3.61
H 3.60 -0.86 2.71
H 2.90 1.32 4.71
H 2.90 -0.57 5.08
H 4.48 0.38 4.52
H -0.30 -2.06 1.83
H -2.01 -1.70 1.35
H -0.88 -0.59 3.89
H -2.43 -1.22 3.47
H -1.09 2.43 1.60
H -0.64 1.35 3.03
H -2.80 1.29 3.68
H -3.27 0.38 2.17
H -3.16 3.26 2.96
H -4.45 2.39 2.42
H -3.00 -1.06 -0.37
H -2.76 -0.12 -1.90
H -1.55 2.45 -0.44
H 0.58 2.92 -2.37
H 0.49 3.49 -0.64
H 1.32 1.82 -1.11
H -0.35 -3.19 -2.02
H -1.42 -2.70 -0.46
H -2.19 -2.45 -3.61
H -0.12 -1.63 -3.65
H -1.28 -0.27 -3.38
H 1.45 1.05 -3.17
H 1.49 -0.24 -4.43
H -0.85 1.12 -6.72
H -1.86 0.70 -5.40
Cl -4.06 1.46 5.24
```

Want to see where the charge sits? The Löwdin charges in e are:
1 C 0.181
2 C -0.275
3 N -0.348
4 Br 1.127
5 C -0.313
6 S 0.642
7 C -0.165
8 O -0.381
9 O -0.423
10 C -0.494
11 I 1.203
12 C -0.297
13 N -0.261
14 C -0.152
15 C -0.244
16 C -0.211
17 N 0.016
18 C -0.219
19 C -0.358
20 N -0.051
21 C -0.131
22 C -0.083
23 C -0.608
24 O -0.065
25 Cl 0.633
26 C -0.234
27 C -0.082
28 F -0.114
29 C -0.245
30 C -0.100
31 C -0.173
32 O -0.005
33 C -0.190
34 C -0.146
35 C -0.363
36 N 0.073
37 O 0.027
38 H 0.116
39 H 0.124
40 H 0.089
41 H 0.085
42 H 0.050
43 H 0.126
44 H 0.098
45 H 0.100
46 H 0.087
47 H 0.095
48 H 0.104
49 H 0.080
50 H 0.133
51 H 0.059
52 H 0.086
53 H 0.072
54 H 0.088
55 H -0.104
56 H 0.093
57 H 0.064
58 H 0.055
59 H 0.129
60 H 0.134
61 H 0.126
62 H 0.104
63 H 0.079
64 H 0.021
65 H 0.132
66 H 0.119
67 H 0.145
68 H 0.109
69 H 0.119
70 H 0.081
71 H 0.113
72 H 0.099
73 H 0.088
74 Cl -0.470



> Which formula does entry 3 have?

C22H36BrCl2FIN5O5S